1.
Here is C17H14ClCoNO2S2 as an isolated structure at a distorted geometry from OMol25. Energies are from ωB97M-V/def2-TZVPD.

Structure (XYZ):
```
38
Properties=species:S:1:pos:R:3
C -1.162 0.732 -1.063
C -0.864 2.035 -1.611
C -0.733 2.940 -0.510
H -0.858 2.282 -2.667
C -0.822 2.190 0.706
C -1.212 0.866 0.364
H -1.539 0.155 1.117
H -1.287 -0.183 -1.643
H -0.678 4.018 -0.538
H -0.692 2.570 1.725
Co 0.625 1.372 -0.526
Cl 2.295 -0.018 -1.640
C 2.953 2.476 -2.253
C 2.992 3.057 -0.938
C 2.059 4.122 -0.915
H 3.671 2.757 -0.145
C 1.374 4.144 -2.167
C 1.881 3.093 -2.966
H 1.534 2.812 -3.960
H 3.716 1.829 -2.673
H 1.942 4.853 -0.115
H 0.645 4.895 -2.479
O -1.647 -3.993 -1.574
S -1.948 -2.998 -0.576
O -3.275 -2.424 -0.543
N -0.785 -1.788 -0.528
C 0.043 -1.782 0.507
S 1.236 -0.567 0.797
C -0.308 -2.796 1.496
C 0.182 -2.975 2.791
C -0.418 -3.960 3.586
C -1.518 -4.714 3.120
C -2.039 -4.481 1.832
C -1.421 -3.529 1.036
H 1.017 -2.367 3.150
H -0.048 -4.152 4.589
H -1.992 -5.465 3.763
H -2.917 -5.006 1.449
```

Properties
HOMO (spin up / spin down) (eV): -4.00 / -4.11
Kohn-Sham gap (spin up / spin down) (eV): 6.7 / 5.6
<S²>: 6.0273
ΔE to the lowest compared entry with this formula, charge and spin (eV): 0.0000
Spin multiplicity: 5
Molar mass (g/mol): 422.82
Charge: -1

These are the Mulliken partial charges, in e, on atoms 1 to 6: C -0.37; C -0.92; C -0.12; H 0.53; C -0.85; C -0.14


2.
Here is an isolated ion of composition C4H11N2 and charge +1 at a distorted geometry from OMol25. Energies are from ωB97M-V/def2-TZVPD.

Structure (XYZ):
```
17
Properties=species:S:1:pos:R:3
C -1.238 -0.296 2.146
N -0.593 -0.134 1.070
C -1.229 -0.240 -0.289
C -0.118 -0.553 -1.269
C 1.194 0.277 -1.228
N 1.550 0.852 0.119
H -2.201 -0.790 2.205
H -0.807 0.034 3.085
H 0.292 0.484 1.006
H -1.771 0.692 -0.412
H -1.922 -1.074 -0.185
H -0.517 -0.444 -2.277
H 0.142 -1.610 -1.226
H 1.058 1.145 -1.865
H 2.019 -0.391 -1.433
H 1.880 1.805 0.055
H 2.263 0.243 0.498
```

Properties
HOMO (eV): -14.30
Kohn-Sham gap (eV): 9.9
ΔE to the lowest compared entry with this formula, charge and spin (eV): 1.6833
Structure (SMILES): C=[NH+]CCCN
Molar mass (g/mol): 87.15
Charge: +1

These are the Mulliken partial charges, in e, on atoms 1 to 6: C -0.11; N 0.01; C -0.55; C -0.70; C -0.50; N -0.66


3.
Here is an isolated molecule of C4H12N2O2 at a distorted geometry from OMol25. Energies are from ωB97M-V/def2-TZVPD.

Structure (XYZ):
```
20
Properties=species:S:1:pos:R:3
N 1.229 0.168 -0.789
C 0.324 0.209 0.330
N -0.248 1.521 0.294
C 1.152 -0.024 1.710
O 2.411 0.652 1.608
C -0.720 -0.898 0.291
C -1.781 -0.801 -0.892
O -1.165 -0.416 -2.121
H 1.643 1.086 -0.923
H 0.672 -0.037 -1.626
H 0.417 2.203 0.651
H -0.492 1.766 -0.662
H 1.357 -1.084 1.898
H 0.615 0.391 2.570
H 2.779 0.324 0.764
H -0.217 -1.863 0.151
H -1.289 -0.947 1.226
H -2.249 -1.781 -1.032
H -2.569 -0.079 -0.654
H -1.869 -0.390 -2.794
```

Properties
HOMO (eV): -8.52
Kohn-Sham gap (eV): 9.2
ΔE to the lowest compared entry with this formula, charge and spin (eV): 2.0257
Structure (SMILES): NC(N)(CO)CCO
Molar mass (g/mol): 120.15
Charge: 0

These are the Mulliken partial charges, in e, on atoms 1 to 6: N -0.88; C 1.24; N -0.76; C -0.97; O -0.56; C -1.09


4.
Here is a 2-piece molecular cluster, C4H7ClOS overall at a distorted geometry from OMol25. Energies are from ωB97M-V/def2-TZVPD.

Structure (XYZ):
```
14
Properties=species:S:1:pos:R:3
C -2.706 -1.824 -0.621
C 3.126 1.550 0.412
C 2.130 0.896 1.197
C 2.182 1.145 -0.390
O -1.478 0.329 -1.398
S -1.382 -0.606 -0.307
Cl -2.262 0.433 1.288
H -2.470 -2.199 -1.700
H -3.761 -1.426 -0.570
H -2.589 -2.794 -0.023
H 3.979 2.072 0.311
H 2.336 -0.014 1.671
H 1.237 1.446 1.495
H 1.658 0.991 -1.364
```

Properties
HOMO (eV): -9.05
Kohn-Sham gap (eV): 9.1
ΔE to the lowest compared entry with this formula, charge and spin (eV): 4.2849
Molar mass (g/mol): 138.62
Charge: 0

These are the Mulliken partial charges, in e, on atoms 1 to 6: C -0.78; C -0.46; C -0.62; C -0.08; O -0.49; S 0.58


5.
Here is a 2-piece molecular cluster, C11H11N3O overall at a distorted geometry from OMol25. Energies are from ωB97M-V/def2-TZVPD.

Structure (XYZ):
```
26
Properties=species:S:1:pos:R:3
C 1.009 -0.120 -1.646
C 0.931 -1.054 -2.632
C 0.650 -2.041 -0.665
C 0.335 -2.863 0.385
C 0.200 -2.278 1.591
C 0.666 -0.967 1.792
C 0.994 -0.142 0.731
C -2.738 2.685 0.909
C -0.532 3.019 3.524
C 1.032 -1.099 -4.145
C -1.541 3.210 1.217
N 0.952 -0.763 -0.470
N 0.703 -2.215 -2.002
N -0.843 3.026 2.387
O 1.036 -2.202 -4.616
H 0.896 0.950 -1.939
H 0.058 -3.884 0.215
H -0.236 -2.768 2.408
H 0.579 -0.597 2.843
H -3.357 3.030 0.114
H -3.166 2.038 1.678
H -0.046 3.481 4.336
H 1.434 0.810 0.708
H 1.245 -0.168 -4.677
H -0.891 3.964 0.544
H 0.630 -3.056 -2.592
```

Properties
HOMO (eV): -15.74
Kohn-Sham gap (eV): 7.2
ΔE to the lowest compared entry with this formula, charge and spin (eV): 0.1804
Molar mass (g/mol): 201.23
Charge: +2

These are the Mulliken partial charges, in e, on atoms 1 to 6: C -0.41; C 0.24; C 0.61; C -0.70; C -0.34; C -0.54


| no. | energy (eV) |
| --- | --- |
| 1 | -95258.68520 |
| 2 | -7299.26472 |
| 3 | -11417.19115 |
| 4 | -29662.27371 |
| 5 | -18083.10113 |